The following is a DFT calculation (ωB97M-V with the def2-TZVPD basis set) of a structure of composition C12H17AsAuO7S4 in a non-equilibrium geometry.

Results
LUMO level	1.33	eV
Kohn-Sham gap	6.16	eV
electronic energy	-4958.4041	Eh
energy above the lowest of the compared OMol25 structures with the same formula, charge and spin	0.0	kcal per mole
2S+1	1
net charge	-1

```
42
Properties=species:S:1:pos:R:3:lowdin_charge:R:1
Au 0.66 1.04 0.08 0.707
O 3.80 1.07 2.96 -0.277
As 2.39 0.30 2.17 0.853
O 1.12 1.21 2.69 -0.497
O 2.71 0.58 0.52 -0.571
C 2.71 -1.46 2.84 -0.228
C 3.89 -1.73 3.54 -0.080
C 4.16 -3.03 3.96 -0.082
C 3.25 -4.05 3.70 -0.079
C 2.07 -3.78 3.03 -0.058
C 1.80 -2.49 2.60 -0.247
S 0.23 -2.16 1.79 0.444
O -0.67 -1.69 2.80 -0.293
O -0.15 -3.41 1.17 -0.337
O 0.64 -1.13 0.79 -0.503
H 3.72 2.00 2.70 0.033
H 4.58 -0.93 3.74 0.095
H 5.08 -3.24 4.49 0.099
H 3.48 -5.06 4.01 0.100
H 1.35 -4.57 2.81 0.111
C -0.23 5.49 -0.29 -0.132
C -0.38 3.98 -0.34 -0.780
S 1.09 3.12 -0.81 0.638
C -1.49 3.33 -0.08 -0.787
C -2.81 3.99 0.21 -0.117
S -1.56 1.58 -0.13 0.650
H 0.81 5.76 -0.45 0.051
H -0.53 5.87 0.69 0.077
H -0.83 5.98 -1.06 0.076
H -2.70 5.07 0.33 0.062
H -3.25 3.58 1.12 0.072
H -3.51 3.80 -0.60 0.079
C -2.36 -3.58 -0.89 -0.258
S -2.24 -1.83 -0.50 0.767
C -3.25 -1.90 0.99 -0.261
O -3.10 -1.16 -1.53 -0.589
H -3.40 -3.90 -0.82 0.050
H -1.71 -4.13 -0.20 0.024
H -1.99 -3.68 -1.91 0.049
H -2.78 -2.58 1.70 0.041
H -4.26 -2.21 0.69 0.053
H -3.26 -0.90 1.41 0.044
```

---

The following is a DFT calculation (ωB97M-V with the def2-TZVPD basis set) of a structure of composition C12H17BN6OV in a non-equilibrium geometry.

Results
LUMO level (spin up / spin down)	0.49 / 0.43	eV
Kohn-Sham gap (spin up / spin down)	7.78 / 7.73	eV
electronic energy	-1840.1195	Eh
energy above the lowest of the compared OMol25 structures with the same formula, charge and spin	0.0	kcal per mole
<S²>	3.775
2S+1	4

```
38
Properties=species:S:1:pos:R:3:lowdin_charge:R:1
H -0.24 3.20 1.94 0.119
N 0.08 1.87 0.34 -0.099
B 0.50 0.82 -2.01 -0.508
N 0.41 2.00 -0.98 -0.016
C 0.56 3.32 -1.25 -0.062
V -0.21 0.06 1.13 0.876
H 0.83 3.64 -2.25 0.124
C 0.32 4.06 -0.09 -0.052
H 0.36 5.14 0.04 0.099
C 0.02 3.09 0.89 -0.104
H 0.98 1.27 -3.02 0.119
C -2.38 -2.78 2.70 -0.062
H -2.65 -3.14 3.70 0.015
H -1.34 -3.29 2.51 0.055
H -3.01 -3.21 1.91 0.011
N -0.89 0.24 -2.31 -0.061
N 1.44 -0.27 -1.43 -0.028
N -1.71 -0.27 -1.35 0.031
N 1.33 -0.72 -0.16 -0.050
C -1.51 0.22 -3.53 -0.081
C 2.46 -0.92 -2.06 -0.058
H -0.99 0.59 -4.42 0.118
H 2.71 -0.68 -3.09 0.126
C -2.78 -0.31 -3.36 -0.073
C 3.02 -1.83 -1.16 -0.053
C -2.84 -0.60 -1.98 -0.161
C 2.27 -1.67 0.02 -0.124
H -3.54 -0.48 -4.13 0.092
H 3.85 -2.51 -1.34 0.098
H -3.67 -1.05 -1.41 0.102
H 2.37 -2.16 0.99 0.103
H -2.45 -1.67 2.66 0.005
C 1.49 -0.57 3.73 -0.108
C 0.27 0.10 3.20 -0.524
O -0.47 0.69 3.96 -0.070
H 2.05 -1.04 2.90 0.030
H 1.20 -1.35 4.46 0.085
H 2.15 0.18 4.22 0.087
```

---

The following is a DFT calculation (ωB97M-V with the def2-TZVPD basis set) of a structure of composition C12H17Br2N3O in a non-equilibrium geometry.

Results
LUMO level	0.44	eV
Kohn-Sham gap	8.30	eV
electronic energy	-5854.6239	Eh
energy above the lowest of the compared OMol25 structures with the same formula, charge and spin	0.0	kcal per mole
2S+1	1

```
35
Properties=species:S:1:pos:R:3:lowdin_charge:R:1
C 2.97 -3.34 1.06 -0.075
H 3.62 -4.03 1.33 0.031
H 3.49 -2.51 0.39 0.145
H 2.63 -2.80 1.86 0.052
C 2.09 -3.79 0.03 -0.275
N 1.12 -2.89 -0.33 -0.137
C 0.05 -2.41 0.37 -0.106
C -0.46 -1.28 -0.78 -0.149
C 0.45 -1.34 -1.83 -0.137
N 1.37 -2.20 -1.53 0.066
H 0.27 -0.80 -2.67 0.091
C -1.66 -0.44 -0.64 -0.040
N -0.96 1.07 -0.19 0.089
C -1.60 2.05 -0.87 -0.573
O -2.22 2.10 -1.91 0.073
C -0.80 3.24 -0.29 -0.544
C -1.24 4.01 0.97 -1.399
C -1.60 4.54 -0.39 -0.146
H -2.74 4.60 -0.95 0.195
H -1.21 5.45 -0.62 0.058
Br -2.74 3.07 1.72 0.730
Br -0.26 4.68 2.16 0.927
C 0.55 3.33 -0.70 -0.085
H 1.02 4.21 -0.32 0.049
H 0.74 3.26 -2.05 0.218
H 1.16 2.67 -0.16 0.050
H -0.34 1.10 0.68 0.171
H -2.35 -0.25 -1.49 0.112
H -2.28 -0.81 0.41 0.156
C -0.58 -2.77 1.58 -0.013
H 0.07 -2.70 2.20 -0.008
H -1.38 -2.17 1.67 0.040
H -0.95 -3.81 1.42 0.138
H 2.44 -4.38 -0.76 0.110
H 1.35 -4.64 0.67 0.185
```

---

The following is a DFT calculation (ωB97M-V with the def2-TZVPD basis set) of a structure of composition C12H17F3GaNO3S in a non-equilibrium geometry.

Results
LUMO level	-11.20	eV
Kohn-Sham gap	5.50	eV
electronic energy	-3369.8068	Eh
2S+1	1
net charge	+2

```
38
Properties=species:S:1:pos:R:3:lowdin_charge:R:1
Ga 1.72 0.40 -0.78 1.025
C 0.83 -2.94 -1.54 -0.042
O 0.76 -1.82 -2.47 -0.190
C -0.59 -1.46 -2.72 -0.179
C -0.69 -0.01 -3.14 -0.161
O -0.65 0.77 -1.97 -0.209
C -0.63 2.20 -2.17 -0.135
C -0.51 2.89 -0.84 -0.158
O 0.75 2.56 -0.24 -0.291
C 0.95 3.07 1.08 -0.043
H 0.06 -3.67 -1.82 0.118
H 0.66 -2.69 -0.53 0.056
H 1.85 -3.35 -1.72 0.128
H -1.24 -1.58 -1.81 0.142
H -1.05 -2.10 -3.50 0.161
H -1.58 0.22 -3.65 0.131
H 0.09 0.25 -3.84 0.143
H -1.58 2.53 -2.62 0.163
H 0.18 2.51 -2.85 0.151
H -1.29 2.53 -0.15 0.145
H -0.59 3.95 -1.02 0.155
H 0.57 4.10 1.11 0.117
H 2.06 3.08 1.30 0.123
H 0.38 2.42 1.80 0.114
F 2.47 -1.62 3.95 0.145
C 1.12 -1.73 3.94 -0.492
F 0.59 -1.11 5.03 0.149
F 0.71 -3.08 4.06 0.110
C 0.44 -1.18 2.72 -0.050
C -0.97 -1.19 2.88 0.091
C -1.76 -0.67 1.85 0.029
C -1.14 -0.21 0.72 -0.079
N 0.19 -0.22 0.53 -0.050
C 1.01 -0.62 1.52 -0.606
S 2.73 -0.30 1.24 0.879
H -1.29 -1.63 3.81 0.147
H -2.84 -0.53 1.88 0.144
H -1.73 0.23 -0.07 0.120
```

---

The following is a DFT calculation (ωB97M-V with the def2-TZVPD basis set) of a cluster of 2 separate species, C12H17FN2O4 in total in a non-equilibrium geometry.

Results
structure (SMILES)	CCOC(=O)[C@@H](F)[N+](=O)[O-].Cc1cc(C)nc(C)c1
LUMO level	0.08	eV
Kohn-Sham gap	9.02	eV
electronic energy	-977.6794	Eh
energy above the lowest of the compared OMol25 structures with the same formula, charge and spin	0.0	kcal per mole
2S+1	1

```
36
Properties=species:S:1:pos:R:3:lowdin_charge:R:1
C -3.82 -1.22 0.80 -0.068
C -2.59 -1.64 1.56 -0.187
O -1.40 -1.52 0.71 0.010
C -0.25 -2.00 1.22 -0.404
O -0.11 -2.56 2.29 0.131
C 0.90 -1.72 0.24 -0.139
F 0.92 -0.46 -0.12 0.116
N 2.40 -2.03 0.76 -0.293
O 3.32 -1.60 0.07 0.071
O 2.53 -2.60 1.84 0.092
H -4.68 -1.56 1.39 0.082
H -3.91 -0.13 0.70 0.083
H -3.89 -1.68 -0.20 0.085
H -2.47 -1.01 2.44 0.124
H -2.64 -2.67 1.90 0.123
H 0.82 -2.41 -0.61 0.173
C 0.56 6.96 5.39 -0.059
C 0.57 5.64 4.64 -0.264
C -0.53 4.76 4.70 0.023
C -0.46 3.58 3.91 -0.339
C -1.47 2.48 3.89 -0.050
N 0.54 3.34 3.10 0.115
C 1.63 4.09 3.13 -0.320
C 2.75 3.50 2.33 -0.045
C 1.68 5.29 3.88 0.007
H -0.38 7.10 5.94 0.072
H 1.38 7.02 6.12 0.084
H 0.68 7.82 4.72 0.085
H -1.40 4.96 5.32 0.105
H -2.33 2.63 4.55 0.072
H -1.82 2.33 2.85 0.078
H -0.97 1.54 4.17 0.082
H 3.64 4.13 2.28 0.073
H 3.02 2.52 2.76 0.085
H 2.38 3.30 1.32 0.082
H 2.59 5.91 3.85 0.116
```

---

The following is a DFT calculation (ωB97M-V with the def2-TZVPD basis set) of a cluster of 2 separate species, C12H17N in total in a non-equilibrium geometry.

Results
LUMO level (spin up / spin down)	3.44 / 3.40	eV
Kohn-Sham gap (spin up / spin down)	2.75 / 6.12	eV
electronic energy	-522.1553	Eh
energy above the lowest of the compared OMol25 structures with the same formula, charge and spin	10.7	kcal per mole
<S²>	0.773
2S+1	2
net charge	-1

```
30
Properties=species:S:1:pos:R:3:lowdin_charge:R:1
C -0.14 3.05 1.92 -0.304
C -0.93 1.77 2.11 -0.125
C 0.04 3.44 0.44 -0.136
H -0.65 3.87 2.45 0.087
H 0.88 3.00 2.29 0.094
H -1.66 1.86 2.92 0.061
H 0.94 3.00 0.01 0.054
H -0.84 3.14 -0.14 0.065
H -0.29 0.93 2.40 0.057
H -1.46 1.43 1.24 0.065
H 0.05 4.51 0.23 0.060
C -0.99 -2.18 -3.23 -0.091
C 0.68 -0.65 -0.25 -0.255
C 0.06 -1.77 -0.88 -0.181
C -0.41 -1.36 -2.14 -0.292
C -0.27 0.03 -2.20 -0.134
C 1.37 -2.04 1.61 -0.199
C 1.37 -0.78 0.95 -0.128
C 0.80 -3.16 1.01 -0.198
C 0.10 -3.03 -0.20 -0.108
N 0.38 0.43 -1.03 0.041
H 2.01 -2.26 2.47 0.058
H 1.84 0.09 1.41 0.065
H 0.76 -4.06 1.61 0.067
H -0.34 -3.92 -0.65 0.061
H 0.60 1.36 -0.73 0.078
H -0.41 0.70 -3.04 0.064
H -0.74 -1.82 -4.22 0.057
H -2.08 -2.34 -3.25 0.059
H -0.69 -3.23 -3.12 0.059
```

---

The following is a DFT calculation (ωB97M-V with the def2-TZVPD basis set) of a cluster of 2 separate species, C12H17N in total in a non-equilibrium geometry.

Results
structure (SMILES)	CCc1c[nH]c2ccccc12.CC
LUMO level	0.91	eV
Kohn-Sham gap	8.60	eV
electronic energy	-522.1223	Eh
energy above the lowest of the compared OMol25 structures with the same formula, charge and spin	61.5	kcal per mole
2S+1	1

```
30
Properties=species:S:1:pos:R:3:lowdin_charge:R:1
C 2.83 0.55 -0.24 -0.099
C 2.12 -0.87 -0.10 -0.165
C 1.09 -0.61 0.94 -0.209
C 0.89 -1.28 2.15 0.017
N -0.11 -0.53 2.86 0.071
C -0.55 0.55 2.13 -0.232
C -1.45 1.55 2.44 -0.024
C -1.60 2.54 1.50 -0.138
C -1.01 2.51 0.30 -0.085
C -0.23 1.36 0.02 -0.032
C 0.08 0.42 0.93 -0.201
H 3.83 0.25 -0.57 0.057
H 3.11 1.03 0.72 0.089
H 2.34 1.28 -0.90 0.055
H 1.65 -1.05 -1.07 0.082
H 2.84 -1.70 0.25 0.139
H 1.36 -2.12 2.53 0.087
H -0.58 -0.72 3.72 0.130
H -2.06 1.59 3.39 0.128
H -2.08 3.46 1.89 0.115
H -1.19 3.14 -0.48 0.068
H 0.24 1.36 -1.08 0.145
C -0.93 -1.20 -3.08 -0.131
C -1.91 -2.11 -2.35 -0.143
H 0.05 -1.06 -2.53 0.058
H -0.85 -1.22 -4.07 -0.001
H -1.40 -0.16 -2.83 0.095
H -2.92 -1.73 -2.35 0.070
H -1.55 -2.20 -1.39 0.036
H -2.01 -3.02 -2.75 0.019
```